1.
This record from OMol25 describes a structure of composition C36H46ClCrF4N7 in a non-equilibrium geometry. The level of theory is the ωB97M-V functional and the def2-TZVPD basis.

```
! wB97M-V def2-TZVPD RIJCOSX def2/J DEFGRID3
* xyz 1 4
Cr -0.931 0.302 -1.063
C -0.938 -4.089 -2.733
C -1.304 -2.802 -1.992
N -0.260 -1.752 -1.975
C 0.943 -2.244 -1.281
C 0.663 -2.694 0.154
C 0.047 -1.409 -3.383
C 0.495 0.031 -3.650
N -0.232 0.945 -2.821
C -0.223 2.246 -3.071
C -0.927 3.081 -2.167
F -1.520 2.432 -1.091
C -0.990 4.448 -2.266
F -1.646 5.157 -1.334
C -0.352 5.107 -3.305
C 0.361 4.333 -4.209
F 1.020 4.950 -5.203
C 0.432 2.958 -4.115
F 1.189 2.292 -5.023
H -1.782 -4.773 -2.705
H -0.087 -4.597 -2.288
H -0.717 -3.896 -3.778
H -1.559 -3.028 -0.956
H -2.191 -2.357 -2.450
H 1.665 -1.426 -1.265
H 1.403 -3.073 -1.840
H -0.082 -2.035 0.600
H 1.577 -2.644 0.743
H 0.292 -3.716 0.196
H -0.871 -1.552 -3.955
H 0.812 -2.090 -3.775
H 0.317 0.213 -4.717
H 1.574 0.153 -3.486
H -0.401 6.176 -3.408
C 5.148 0.013 1.973
C 4.347 0.737 3.013
C 4.875 1.066 4.251
C 4.100 1.703 5.205
C 2.787 2.035 4.922
C 2.247 1.740 3.683
C 3.022 1.086 2.733
N 2.545 0.818 1.439
C 1.257 0.575 1.042
N 0.485 -0.075 1.939
C -0.930 -0.033 2.019
C -1.683 0.228 0.864
C -3.038 0.482 1.100
C -3.625 0.337 2.341
C -2.864 -0.072 3.419
C -1.497 -0.247 3.285
C -0.701 -0.655 4.498
N 0.888 0.848 -0.183
C 1.788 1.713 -0.879
C 2.776 1.191 -1.713
C 3.637 2.017 -2.413
C 3.524 3.388 -2.277
C 2.601 3.912 -1.393
C 1.752 3.096 -0.655
C 0.914 3.692 0.435
H 6.065 -0.384 2.399
H 5.413 0.682 1.151
H 4.563 -0.813 1.565
H 5.904 0.827 4.471
H 4.519 1.942 6.169
H 2.185 2.543 5.657
H 1.238 2.039 3.443
H 3.184 1.055 0.690
H 0.954 -0.291 2.811
H -3.666 0.785 0.275
H -4.681 0.513 2.474
H -3.324 -0.229 4.382
H -1.388 -0.907 5.305
H -0.063 0.154 4.857
H -0.077 -1.530 4.304
H 2.887 0.119 -1.793
H 4.396 1.593 -3.053
H 4.184 4.041 -2.821
H 2.546 4.980 -1.249
H 0.559 4.678 0.149
H 1.529 3.807 1.332
H 0.058 3.069 0.689
N -5.990 -5.371 -0.048
C -4.910 -4.363 -0.293
C -4.780 -3.403 0.927
N -3.701 -2.484 0.852
H -6.111 -6.010 -0.844
H -6.879 -4.883 0.122
H -5.763 -5.925 0.789
H -5.151 -3.786 -1.188
H -3.970 -4.893 -0.450
H -4.656 -4.012 1.831
H -5.705 -2.828 1.019
H -3.761 -1.793 0.116
H -2.788 -2.911 0.858
Cl -2.952 -0.256 -1.933
*
```

Values from the calculation:
HOMO energy (alpha / beta) = -8.762 / -8.927 eV
E_LUMO (alpha / beta) = -3.5 / -3.5 eV
Orbital gap (alpha / beta) = 5.21 / 5.38 eV
Energy relative to the best compared isomer or geometry (same formula, charge and spin) = 1.327 eV

=====

2.
This record from OMol25 describes the molecule C6H10F2 in a non-equilibrium geometry. The level of theory is the ωB97M-V functional and the def2-TZVPD basis.

```
! wB97M-V def2-TZVPD RIJCOSX def2/J DEFGRID3
* xyz 0 1
C -2.115 1.138 -0.665
C -0.870 0.351 -0.436
C -1.115 -1.113 -0.321
C 0.240 1.007 -0.204
C 1.692 0.188 -0.053
C 1.936 -0.672 1.159
F 1.917 -0.624 -1.106
F 2.648 1.067 -0.148
H -2.322 1.128 -1.707
H -1.969 2.110 -0.115
H -2.834 0.516 -0.021
H -1.523 -1.296 0.595
H -1.761 -1.516 -1.106
H -0.202 -1.687 -0.242
H 0.300 2.146 -0.255
H 3.018 -0.930 1.480
H 1.526 -0.223 2.021
H 1.435 -1.592 1.123
*
```

Values from the calculation:
HOMO energy = -9.726 eV
E_LUMO = 0.9 eV
Orbital gap = 10.63 eV
Energy relative to the best compared isomer or geometry (same formula, charge and spin) = 1.143 eV

=====

3.
This record from OMol25 describes the molecule C33H32BF3O4 in a non-equilibrium geometry. The level of theory is the ωB97M-V functional and the def2-TZVPD basis.

```
! wB97M-V def2-TZVPD RIJCOSX def2/J DEFGRID3
* xyz 0 1
C -2.229 3.775 0.503
C -1.047 3.264 1.185
C -0.925 2.985 2.545
C 0.168 2.149 2.702
C 0.673 1.712 1.300
B -2.084 -2.146 -0.288
C 2.222 1.738 1.240
C 2.825 0.740 2.020
C 4.175 0.447 1.864
C 4.907 1.220 0.970
C 6.354 0.917 0.795
F 6.639 -0.405 0.948
F 6.806 1.275 -0.435
F 7.120 1.592 1.707
C 4.346 2.292 0.301
C 2.984 2.575 0.435
O -2.946 -2.156 0.783
C -3.890 -1.078 0.568
C -5.243 -1.559 1.013
C -3.569 0.148 1.397
C -3.723 -0.838 -0.993
C -4.547 -1.856 -1.796
C -3.921 0.579 -1.473
O -2.360 -1.216 -1.254
O 0.050 2.791 0.514
H -2.763 4.456 1.184
H -1.998 4.300 -0.427
H -2.937 2.956 0.277
H -1.626 3.344 3.307
H 0.722 1.982 3.643
H 2.201 0.173 2.734
H 4.603 -0.368 2.429
H 4.957 2.893 -0.349
H 2.536 3.426 -0.081
H -6.009 -0.862 0.667
H -5.456 -2.563 0.654
H -5.265 -1.570 2.102
H -4.354 0.909 1.278
H -3.547 -0.116 2.458
H -2.612 0.611 1.146
H -5.557 -1.486 -1.999
H -4.045 -2.063 -2.752
H -4.615 -2.810 -1.251
H -4.934 0.941 -1.235
H -3.193 1.262 -1.011
H -3.786 0.642 -2.562
C 4.164 -0.687 -4.180
C 4.089 0.210 -3.111
C 2.927 0.289 -2.358
C 1.821 -0.556 -2.570
C 0.797 -0.594 -1.510
O 0.293 -1.829 -1.332
C -0.354 -2.104 -0.084
C 0.032 -1.102 1.006
C -0.079 -1.621 2.270
C -0.226 -2.999 2.560
C -0.190 -3.964 1.541
C -0.166 -3.576 0.223
C 0.115 0.505 0.705
C 0.492 0.491 -0.712
C 1.888 -1.426 -3.684
C 3.037 -1.469 -4.494
H 5.083 -0.773 -4.776
H 4.954 0.832 -2.864
H 2.854 1.008 -1.544
H -0.029 -0.926 3.109
H -0.302 -3.340 3.594
H -0.189 -5.039 1.780
H 0.100 -4.251 -0.615
H -1.002 0.666 0.791
H 0.679 1.435 -1.205
H 1.035 -2.048 -3.935
H 3.072 -2.138 -5.367
*
```

Values from the calculation:
HOMO energy = -4.900 eV
E_LUMO = -1.8 eV
Orbital gap = 3.08 eV
Energy relative to the best compared isomer or geometry (same formula, charge and spin) = 0.555 eV

=====

4.
This record from OMol25 describes a cluster of 2 separate species, C2H5N2O in total in a non-equilibrium geometry. The level of theory is the ωB97M-V functional and the def2-TZVPD basis.

```
! wB97M-V def2-TZVPD RIJCOSX def2/J DEFGRID3
* xyz 1 1
C -0.758 0.028 -0.260
C 2.858 0.153 0.301
N 0.184 0.575 0.521
N -1.277 -1.249 -0.025
O 3.337 -0.282 -0.625
H -0.910 0.532 -1.153
H 0.586 0.407 1.442
H 0.717 1.517 0.346
H -2.103 -1.697 -0.407
H -0.946 -1.341 1.019
*
```

Values from the calculation:
HOMO energy = -16.205 eV
E_LUMO = -4.7 eV
Orbital gap = 11.54 eV
Energy relative to the best compared isomer or geometry (same formula, charge and spin) = 1.351 eV

=====

5.
This record from OMol25 describes a structure of composition C11H13N2O6Yb in a non-equilibrium geometry. The level of theory is the ωB97M-V functional and the def2-TZVPD basis.

```
! wB97M-V def2-TZVPD RIJCOSX def2/J DEFGRID3
* xyz 2 2
O 2.698 -3.501 -2.278
C 1.901 -2.683 -2.349
Yb -0.502 -0.001 -2.152
C -1.964 1.239 -3.495
O -2.591 1.735 -4.303
C -0.483 -0.623 -4.592
O -0.636 -0.690 -5.742
C -2.311 -1.506 -3.159
O -3.003 -2.061 -3.911
C 0.785 1.384 -3.754
O 1.201 1.883 -4.709
H 0.274 -1.189 -3.775
C 1.865 1.849 0.715
N 1.071 0.978 1.573
C 1.632 0.669 2.885
C 0.526 0.315 3.868
C -0.430 -0.690 3.293
N -0.849 -0.272 1.962
C -2.073 -0.868 1.451
C -0.026 0.377 1.110
O -0.296 0.404 -0.155
H 2.930 1.656 0.863
H 1.676 2.915 0.929
H 1.606 1.696 -0.347
H 2.355 -0.186 2.838
H 2.172 1.555 3.228
H -0.038 1.216 4.131
H 0.984 -0.086 4.775
H -1.342 -0.785 3.900
H 0.067 -1.677 3.236
H -1.913 -1.858 0.996
H -2.805 -1.019 2.260
H -2.481 -0.174 0.708
*
```

Values from the calculation:
HOMO energy (alpha / beta) = -15.645 / -15.640 eV
E_LUMO (alpha / beta) = -8.5 / -9.1 eV
Orbital gap (alpha / beta) = 7.19 / 6.59 eV

=====

6.
This record from OMol25 describes a structure of composition C39H26Br2F7N4O3S2TeTi. The level of theory is the ωB97M-V functional and the def2-TZVPD basis.

```
! wB97M-V def2-TZVPD RIJCOSX def2/J DEFGRID3
* xyz 1 1
Ti -0.191 -1.977 0.220
Br 4.166 -0.087 -1.047
C 3.849 -1.413 0.243
C 4.940 -2.030 0.895
C 4.732 -2.983 1.849
Br 6.220 -3.768 2.698
C 3.416 -3.386 2.207
C 3.085 -4.369 3.164
C 1.771 -4.669 3.392
C 0.772 -3.995 2.670
N 1.041 -3.065 1.784
C 2.350 -2.760 1.544
C 2.570 -1.767 0.560
O 1.473 -1.225 0.014
H 5.944 -1.735 0.629
H 3.873 -4.878 3.703
H 1.484 -5.420 4.113
H -0.270 -4.234 2.837
F -3.021 3.606 0.682
C -3.091 2.275 0.554
C -1.999 1.607 0.048
C -2.063 0.225 -0.064
C -3.229 -0.487 0.264
C -4.276 0.267 0.801
F -5.381 -0.364 1.233
C -4.243 1.633 0.964
C -3.361 -1.932 0.026
C -4.592 -2.472 -0.351
C -4.728 -3.829 -0.537
C -3.624 -4.650 -0.351
C -2.425 -4.057 -0.040
N -2.276 -2.727 0.141
H -1.099 2.131 -0.235
H -5.079 2.165 1.393
H -5.432 -1.816 -0.506
H -5.682 -4.242 -0.834
H -3.677 -5.721 -0.481
H -1.527 -4.649 0.050
F -0.543 -1.915 -2.582
Te 0.458 -0.433 -3.145
F -1.264 0.410 -3.347
F 0.323 -0.682 -4.974
F 0.170 -3.517 -0.591
F 1.841 -1.769 -3.252
O -0.966 -0.433 -0.481
N 0.756 0.960 1.572
C -0.011 0.243 2.398
N -0.620 -0.903 2.128
C -1.337 -1.357 3.244
C -2.131 -2.498 3.312
C -2.783 -2.798 4.497
C -2.662 -1.978 5.616
C -1.886 -0.833 5.559
C -1.238 -0.541 4.370
S -0.246 0.844 4.015
H 0.814 0.764 0.583
H 1.057 1.876 1.856
H -2.259 -3.141 2.452
H -3.404 -3.682 4.545
H -3.180 -2.230 6.531
H -1.791 -0.180 6.416
O 1.055 2.214 -1.128
S 0.432 3.208 -2.079
C 1.198 4.782 -1.758
C 0.359 5.872 -1.595
C 0.911 7.115 -1.307
C 2.283 7.244 -1.172
C 3.116 6.138 -1.323
C 2.576 4.900 -1.619
C 1.151 2.841 -3.671
C 0.425 3.182 -4.804
C 0.933 2.857 -6.053
C 2.142 2.180 -6.157
C 2.851 1.828 -5.016
C 2.360 2.161 -3.762
H -0.713 5.752 -1.694
H 0.268 7.976 -1.182
H 2.712 8.210 -0.944
H 4.186 6.248 -1.214
H 3.213 4.033 -1.733
H -0.534 3.677 -4.711
H 0.373 3.112 -6.942
H 2.526 1.909 -7.131
H 3.782 1.283 -5.102
H 2.876 1.869 -2.856
*
```

Values from the calculation:
HOMO energy = -10.978 eV
E_LUMO = -3.7 eV
Orbital gap = 7.31 eV
Energy relative to the best compared isomer or geometry (same formula, charge and spin) = 0.000 eV